A gas-phase ion, CN3O2S (charge -1). Source: OMol25; level of theory: wB97M-V/def2-TZVPD.

Summary:
E_HOMO, eV: -4.83
ΔE to the lowest compared entry with this formula, charge and spin, kcal per mole: 4.6
Total charge: -1
Energy, hartree: -750.974149
LUMO, eV: 3.756

Last column: Löwdin charge in e.
Cartesian coordinates (Å):
O 0.64227 0.59499 1.88553  -0.14
O -0.81316 -0.96788 2.29460  -0.09
N -0.10684 -0.76671 0.31166  -0.20
S 0.93804 0.32566 -0.77324  0.84
N -0.07674 -0.34460 1.51481  -0.69
C -0.01479 0.47669 -2.12153  -0.75
N -0.56879 0.68185 -3.11183  0.03

Force components x, y, z for each atom (eV/Å):
0.45 0.56 0.41
-0.23 -0.20 0.56
0.50 0.13 -3.39
-0.09 -0.83 2.05
0.03 0.48 0.95
-0.37 -0.15 -0.17
-0.28 0.01 -0.41

2 unconnected molecules or ions with the total composition CN5O. Source: OMol25; level of theory: wB97M-V/def2-TZVPD.

Summary:
E_HOMO, eV: -18.03
ΔE to the lowest compared entry with this formula, charge and spin, kcal per mole: 13.5
Total charge: +1
Energy, hartree: -386.747051
LUMO, eV: -6.384

Last column: Löwdin charge in e.
Cartesian coordinates (Å):
N -0.68734 1.03937 0.36577  0.35
N -0.11745 0.12482 0.57120  0.03
N -0.77314 1.95029 -1.62590  -0.01
O 1.47740 -2.87808 1.34697  0.38
N -1.32222 2.61230 -2.30892  0.12
C 0.95117 -1.91539 1.09693  -0.10
N 0.47159 -0.93331 0.55395  0.24

Force components x, y, z for each atom (eV/Å):
-0.56 0.69 1.69
-0.89 0.71 0.43
-0.63 1.35 -2.46
0.26 -0.75 0.69
0.65 -0.78 0.89
0.14 0.09 -0.11
1.03 -1.32 -1.14

A molecular structure, CNO3PS. Source: OMol25; level of theory: wB97M-V/def2-TZVPD.

Summary:
E_HOMO, eV: -0.80
ΔE to the lowest compared entry with this formula, charge and spin, kcal per mole: 0.0
Total charge: -2
Energy, hartree: -1058.242089
LUMO, eV: 6.720

Last column: Löwdin charge in e.
Cartesian coordinates (Å):
C -2.02793 1.05135 -0.89793  -1.02
O 0.62186 -0.40543 1.93207  -0.44
O 1.27397 -2.02858 0.12164  -0.48
O 2.50405 0.22557 0.30035  -0.46
N -3.07268 1.51618 -0.99935  -0.07
S -0.59830 0.24864 -1.09278  0.47
P 1.29904 -0.60773 0.63600  0.01

Force components x, y, z for each atom (eV/Å):
1.52 -0.98 -0.31
-0.76 0.79 0.71
-0.20 0.87 -0.55
-0.78 0.24 -0.43
-2.18 1.26 0.28
0.65 -0.22 -0.36
1.77 -1.95 0.66

A gas-phase ion, CNO4 (charge -1). Source: OMol25; level of theory: wB97M-V/def2-TZVPD.

Summary:
E_HOMO (spin up / spin down), eV: -1.67 / -4.63
ΔE to the lowest compared entry with this formula, charge and spin, kcal per mole: 0.0
Total charge: -1
Energy, hartree: -393.714797
LUMO (spin up / spin down), eV: 4.369 / 2.385
Spin multiplicity: 3

Last column: Löwdin spin population.
Cartesian coordinates (Å):
N -0.82983 -0.03824 0.07099  0.65
C 0.96670 0.04456 -0.01992  0.08
O -1.33883 -0.01365 -1.07037  0.60
O 1.33043 -0.15813 -1.18504  0.07
O 1.33347 0.21261 1.11658  0.15
O -1.46194 -0.04716 1.08777  0.45

Force components x, y, z for each atom (eV/Å):
0.59 -0.23 -2.52
2.24 -0.58 -1.66
-0.11 0.13 -2.52
-1.01 0.63 2.90
-0.44 -0.01 -0.97
-1.27 0.06 4.78